a.
DFT (the ωB97M-V functional and the def2-TZVPD basis) results for a 2-piece molecular cluster, C5H16N2O overall.

Calculated values
HOMO in eV: -8.180
SMILES: CCNCCCN.O
Lowest unoccupied orbital energy in eV: 0.687
Charge: 0
Frontier orbital gap in hartree: 0.326

Each line ends with the Mulliken charge.
Positions of all 24 atoms, in Å:
1 N -1.97 0.17 -2.93  -0.557
2 C 0.08 0.16 2.37  -0.618
3 H -0.40 -1.53 -0.93  0.397
4 C -0.92 0.31 -1.79  -0.529
5 H -1.88 0.36 0.81  0.541
6 H 4.55 -0.56 0.39  0.313
7 H -0.80 0.71 2.77  0.320
8 H 0.42 -1.52 1.27  0.292
9 H 0.34 1.71 0.92  0.180
10 H 0.52 -0.03 3.36  0.326
11 H -1.63 -0.17 -3.84  0.179
12 N -0.46 -1.03 1.59  -0.455
13 C -1.20 -0.89 -0.87  -0.531
14 H -2.62 0.98 -2.91  0.172
15 H 1.83 1.48 1.98  0.345
16 C 0.94 0.97 1.43  -0.643
17 H -2.06 -1.40 -1.35  0.334
18 C -1.57 -0.59 0.63  -0.815
19 H 4.50 0.49 -0.70  0.320
20 H 1.65 0.35 0.74  0.147
21 O 4.30 -0.46 -0.54  -0.650
22 H 0.02 0.50 -2.18  0.336
23 H -1.21 1.15 -1.18  0.290
24 H -2.45 -1.16 0.96  0.308



b.
DFT (the ωB97M-V functional and the def2-TZVPD basis) results for a 2-piece molecular cluster, C5H16N2O overall.

Calculated values
HOMO in eV: -7.815
SMILES: CCN(C)CCN.O
Lowest unoccupied orbital energy in eV: 0.728
Charge: 0
Frontier orbital gap in hartree: 0.314

Each line ends with the Mulliken charge.
Positions of all 24 atoms, in Å:
1 C 0.12 -1.62 -0.41  -0.380
2 H -0.72 -1.39 0.24  0.266
3 N 1.09 0.35 0.93  0.101
4 O -1.30 1.01 -2.32  -0.626
5 N -0.40 -1.92 -1.71  -0.617
6 H 1.31 0.23 2.99  0.312
7 C 0.23 1.51 0.88  -0.769
8 H -1.81 2.24 0.94  0.387
9 H 1.10 0.26 -1.13  0.473
10 H -1.70 0.45 0.65  0.332
11 H 0.61 -2.52 -0.03  0.345
12 C -1.27 1.31 1.18  -1.216
13 H 1.70 -1.24 2.09  0.341
14 C 0.99 -0.40 2.15  -1.045
15 H -1.18 1.38 -1.44  0.285
16 H -0.01 -0.78 2.41  0.360
17 H -2.17 1.29 -2.62  0.286
18 H 0.59 2.26 1.59  0.355
19 H 2.14 -0.87 -0.33  0.354
20 H -1.42 1.10 2.24  0.381
21 H 0.32 1.92 -0.12  0.494
22 C 1.14 -0.45 -0.30  -0.874
23 H -0.92 -1.18 -2.16  0.243
24 H 0.29 -2.30 -2.36  0.212



Stability, highest: b



a.
DFT (the ωB97M-V functional and the def2-TZVPD basis) results for C3H7N4O2 as an isolated structure.

Calculated values
HOMO (alpha / beta) in eV: -14.095 / -14.096
Lowest unoccupied orbital energy (alpha / beta) in eV: -6.310 / -6.310
Charge: +1
Frontier orbital gap (alpha / beta) in hartree: 0.286 / 0.286

Each line ends with the Mulliken charge.
Positions of all 16 atoms, in Å:
1 H -0.43 2.59 0.69  0.363
2 O 3.02 -1.22 0.06  -0.478
3 O 3.77 0.85 -0.01  -0.369
4 H 0.34 -2.18 0.81  0.335
5 N 2.92 0.06 0.01  0.939
6 H -1.14 0.38 1.07  0.314
7 H -0.34 2.46 -0.93  0.312
8 N 1.41 1.78 0.03  -0.407
9 C 1.60 0.46 -0.08  0.326
10 H 1.95 -1.65 0.15  0.454
11 C -0.02 2.03 -0.06  -0.427
12 N 0.48 -0.38 -0.11  0.054
13 H 0.22 -2.25 -0.82  0.284
14 H -1.36 0.26 -0.67  0.338
15 C -0.67 0.58 0.11  -0.551
16 N 0.67 -1.76 -0.06  -0.488



b.
DFT (the ωB97M-V functional and the def2-TZVPD basis) results for an isolated ion of composition C3H7N4O2 and charge +1.

Calculated values
HOMO (alpha / beta) in eV: -13.029 / -12.855
Lowest unoccupied orbital energy (alpha / beta) in eV: -5.789 / -5.452
Charge: +1
Frontier orbital gap (alpha / beta) in hartree: 0.266 / 0.272

Each line ends with the Mulliken charge.
Positions of all 16 atoms, in Å:
1 H 3.25 -2.16 -1.18  0.305
2 C 2.84 -1.95 -0.19  -0.127
3 C -1.20 0.15 0.47  0.502
4 C 1.08 -0.64 0.41  -0.079
5 N -2.08 1.04 0.23  -0.216
6 H -0.51 1.38 -1.51  0.418
7 O -1.54 -0.94 1.23  -0.502
8 N -1.99 2.17 -0.48  -0.455
9 H -2.46 -1.04 1.45  0.365
10 O 1.94 -1.08 -0.45  -0.203
11 H -2.82 2.64 -0.28  0.252
12 N 0.14 0.25 -0.05  0.767
13 H -1.16 2.67 -0.67  0.213
14 H 1.12 -0.86 1.40  0.425
15 H 3.09 -2.55 0.71  0.299
16 N 0.28 0.91 -1.09  -0.963



Stability, highest: a



a.
DFT (the ωB97M-V functional and the def2-TZVPD basis) results for a single C19H32N2O5 molecule.

Calculated values
HOMO in eV: -9.329
SMILES: CCO[C@H]1CC[C@@H]1C(=O)N[C@@H]1C[C@H](C(=O)NC2(CCOC)CC2)C[C@H]1O
Lowest unoccupied orbital energy in eV: 0.691
Charge: 0
Frontier orbital gap in hartree: 0.368

Each line ends with the Mulliken charge.
Positions of all 58 atoms, in Å:
1 C -0.27 -2.07 4.92  -0.732
2 H 1.98 3.65 2.01  0.301
3 O 0.05 -2.29 0.29  -0.045
4 C 1.35 2.26 -0.31  -0.380
5 H -2.31 -1.60 -2.06  0.294
6 H 2.34 2.72 -0.49  0.296
7 C 0.27 0.82 -3.66  0.104
8 C -1.03 -2.06 2.42  -0.720
9 C -2.40 0.37 -1.19  -0.390
10 C 1.11 1.01 -2.42  -0.056
11 H 0.59 -1.81 5.52  0.291
12 H -1.23 -0.09 5.27  0.240
13 O -0.97 1.18 2.53  -0.665
14 H -3.73 -0.66 -2.53  0.331
15 C 0.50 3.22 0.52  0.026
16 H 2.25 1.39 2.64  0.627
17 H 0.96 -3.94 -0.59  0.345
18 C -0.47 -1.34 3.62  0.632
19 H -0.55 -3.12 4.94  0.259
20 C 0.19 0.81 2.66  -0.135
21 C 0.98 0.22 -4.89  -0.781
22 H 2.07 -2.67 -0.01  0.326
23 H 1.08 -2.38 -1.45  0.096
24 N 0.52 -0.34 3.31  -0.031
25 H 1.48 -0.64 3.26  0.365
26 H 1.25 0.92 -5.68  0.331
27 H -0.06 -1.72 -5.41  0.314
28 C -0.24 -0.69 -5.13  -0.855
29 H 0.36 3.42 2.68  0.435
30 H -0.31 1.71 -3.91  0.502
31 C 1.06 3.07 1.92  -1.443
32 H -2.39 -1.39 4.71  0.234
33 C -1.36 -1.05 4.78  -0.796
34 H 0.77 0.29 0.36  -0.306
35 C 0.03 -2.80 1.61  -0.797
36 H -0.08 2.57 -1.84  0.391
37 H 1.86 -0.33 -4.57  0.289
38 C -2.66 -0.60 -2.32  -0.505
39 C 1.53 1.04 0.59  -0.227
40 H 1.35 4.78 -0.29  0.426
41 C 1.09 -2.85 -0.48  -0.744
42 O 0.47 4.54 0.02  -0.587
43 O -2.07 -0.19 -3.55  -0.477
44 H -0.16 -3.88 1.58  0.429
45 H -2.97 0.08 -0.30  0.472
46 H -0.53 2.86 0.51  0.336
47 H -1.51 -1.33 1.77  0.042
48 H -0.35 -1.19 -2.99  -0.140
49 C -0.69 -0.41 -3.69  0.774
50 H 1.03 -2.68 2.06  0.438
51 C 1.35 1.56 2.05  0.328
52 H -1.35 0.38 -0.90  -0.365
53 H -2.70 1.38 -1.47  0.354
54 N 0.72 2.00 -1.59  0.023
55 O 2.06 0.29 -2.17  -0.689
56 H 2.50 0.56 0.44  0.444
57 H -1.80 -2.75 2.75  0.493
58 H -0.96 -0.24 -5.82  0.278



b.
DFT (the ωB97M-V functional and the def2-TZVPD basis) results for a single C19H32N2O5 molecule.

Calculated values
HOMO in eV: -9.285
SMILES: CCO[C@H]1CC[C@@H]1C(=O)N[C@@H]1C[C@H](C(=O)NC2(CCOC)CC2)C[C@H]1O
Lowest unoccupied orbital energy in eV: 0.683
Charge: 0
Frontier orbital gap in hartree: 0.366

Each line ends with the Mulliken charge.
Positions of all 58 atoms, in Å:
1 H 2.33 -4.79 0.59  0.385
2 C 0.70 -0.01 1.16  -0.179
3 H 0.44 -0.45 2.11  0.351
4 H 6.59 -1.72 2.50  0.374
5 C 5.11 -1.14 -0.15  0.823
6 H 6.23 -3.11 -0.09  0.325
7 H 3.21 0.98 -2.35  0.230
8 H -2.51 -0.92 -3.32  0.250
9 H -1.62 -1.55 -0.10  0.361
10 H 1.60 3.77 1.43  0.424
11 C -2.34 -2.94 -2.40  -0.673
12 C 0.25 -2.70 -2.17  -0.365
13 O 1.86 3.47 0.55  -0.606
14 C -1.13 -2.10 -2.07  0.490
15 C -0.53 0.63 0.44  0.292
16 C -0.23 2.13 0.36  -1.461
17 H 0.97 -1.88 -2.31  -0.305
18 H 0.31 -3.32 -3.07  0.552
19 C 1.29 2.19 0.33  0.242
20 C 1.72 1.13 1.34  -0.069
21 H 2.87 -0.37 -3.43  0.508
22 C -1.91 -1.82 -3.32  -0.826
23 C 6.24 -2.09 0.29  -1.018
24 H 1.61 1.55 2.35  0.262
25 C 5.80 -1.84 1.76  -0.758
26 H -3.23 -2.79 -1.81  0.288
27 H 4.88 -1.58 -2.60  0.280
28 H 5.09 -2.59 2.12  0.273
29 H 5.72 0.30 1.34  0.594
30 H 2.73 -0.59 -1.69  -0.263
31 O 5.35 -0.18 -1.15  -0.431
32 O 3.13 -0.89 2.68  -0.678
33 H 1.61 -3.44 1.52  0.318
34 C 4.77 -0.51 -2.41  -0.529
35 O 1.93 -3.06 -0.49  -0.194
36 H 5.36 0.03 -3.15  0.430
37 O -0.08 0.48 -1.92  -0.646
38 H 4.19 -1.69 -0.36  -0.091
39 N -1.30 -1.18 -0.98  0.003
40 H -0.68 2.61 -0.50  0.399
41 C 0.66 -3.49 -0.93  -0.748
42 H -0.07 -3.32 -0.12  0.395
43 H -1.45 -2.07 -4.26  0.228
44 C 3.69 -0.26 1.80  0.055
45 C 3.31 -0.10 -2.47  -0.308
46 N 3.10 0.76 1.13  -0.018
47 H 3.61 1.22 0.40  0.396
48 C 5.07 -0.57 1.29  -0.241
49 C -0.62 0.00 -0.94  -0.126
50 H -0.59 2.63 1.27  0.374
51 C 2.30 -3.70 0.71  -0.633
52 H -1.45 0.43 0.98  0.662
53 H 1.63 1.89 -0.67  -0.029
54 H 3.29 -3.34 0.99  -0.070
55 H 7.21 -1.63 0.09  0.358
56 H 1.15 -0.80 0.55  -0.351
57 H 0.68 -4.57 -1.12  0.435
58 H -2.16 -3.96 -2.72  0.261



Stability, highest: b



a.
DFT (the ωB97M-V functional and the def2-TZVPD basis) results for a single C4H8O4 molecule.

Calculated values
HOMO in eV: -9.289
SMILES: C[C@]1(OO)O[C@]1(C)O
Lowest unoccupied orbital energy in eV: 0.559
Charge: 0
Frontier orbital gap in hartree: 0.362

Each line ends with the Mulliken charge.
Positions of all 16 atoms, in Å:
1 H 0.19 2.23 -1.33  0.342
2 H 2.44 -1.03 -0.01  0.357
3 O -2.40 -0.28 0.20  -0.356
4 H -1.00 -1.93 -0.18  0.373
5 H -0.23 2.82 0.30  0.321
6 H -2.24 -0.02 1.13  0.344
7 O -1.55 0.61 -0.52  -0.271
8 C 0.59 -0.50 -0.01  0.508
9 C -0.24 0.71 0.11  1.231
10 O 1.88 -0.29 -0.30  -0.484
11 H 0.51 -2.36 -1.05  0.375
12 C 0.09 -1.90 -0.15  -1.360
13 C 0.31 2.07 -0.27  -1.402
14 H 0.40 -2.47 0.73  0.345
15 H 1.37 2.12 -0.01  0.366
16 O -0.11 0.23 1.36  -0.691



b.
DFT (the ωB97M-V functional and the def2-TZVPD basis) results for a 2-piece molecular cluster, C4H8O4 overall.

Calculated values
HOMO in eV: -10.534
SMILES: CC(=O)O.CC(=O)O
Lowest unoccupied orbital energy in eV: 0.560
Charge: 0
Frontier orbital gap in hartree: 0.408

Each line ends with the Mulliken charge.
Positions of all 16 atoms, in Å:
1 H 1.31 1.60 -0.24  0.364
2 O 2.17 1.21 0.24  -0.474
3 H -4.99 -0.57 -0.30  0.260
4 O 1.73 -1.05 -0.50  -0.519
5 C 3.97 -0.15 -0.03  -0.856
6 C -4.02 0.16 0.18  -0.816
7 H 4.58 0.30 -0.83  0.283
8 H -4.05 -0.09 1.34  0.222
9 H 4.31 -1.26 -0.06  0.277
10 H -0.99 -0.94 -0.03  0.368
11 H -4.05 1.20 0.06  0.311
12 H 4.08 0.06 1.15  0.254
13 O -1.99 -1.20 0.14  -0.444
14 C -2.57 -0.08 -0.33  0.661
15 O -1.95 0.95 -0.68  -0.564
16 C 2.47 -0.14 -0.12  0.672



Stability, highest: b